No. 1
{
  "formula": "H18O9",
  "method": "ωB97M-V/def2-TZVPD",
  "e_homo_ev": -10.583,
  "spin_multiplicity": 1,
  "charge": 0,
  "smiles": "O.O.O.O.O.O.O.O.O",
  "orbital_gap_ev": 10.35,
  "largest_force_ev_per_a": 6.4,
  "de_lowest_ev": 5.134,
  "lumo_ev": -0.2,
  "elements": ["O", "H", "H", "O", "H", "H", "O", "H", "H", "O", "H", "H", "O", "H", "H", "O", "H", "H", "O", "H", "H", "O", "H", "H", "O", "H", "H"],
  "xyz": [[0.540436, -1.252968, 0.870056], [1.186923, -0.602424, 1.329378], [-0.295523, -0.813650, 1.003943], [-2.985907, -1.161007, -2.363547], [-3.830430, -0.948403, -1.977838], [-2.995842, -0.531998, -3.048889], [4.594496, 1.448426, 0.500183], [4.193219, 1.297961, 1.413258], [3.975637, 1.777151, -0.055678], [2.170000, 0.604088, -1.442145], [1.274728, 0.596985, -1.055076], [1.880953, 0.807624, -2.392146], [1.126523, -4.478317, -0.217040], [0.767591, -3.479235, -0.185590], [2.133995, -4.256070, -0.647481], [-3.637990, -2.223650, 0.866598], [-4.433936, -1.867631, 0.602745], [-3.734800, -2.153369, 1.763076], [-0.971740, 2.805389, 2.693327], [-1.432668, 2.010957, 2.340399], [-1.208774, 3.432640, 2.132351], [-0.687889, 0.684759, -2.889357], [-1.020837, -0.278067, -2.598502], [-0.677652, 1.362832, -2.244463], [1.039426, 2.236135, 1.744645], [1.923747, 2.135215, 1.305338], [1.106325, 2.846635, 2.552461]],
  "atomic_forces_ev_per_a": [[2.022, 1.681, 1.045], [-1.488, -1.723, -1.150], [-0.605, 0.047, 0.034], [0.057, -0.850, 0.911], [-0.464, -0.341, 0.773], [0.427, 1.236, -1.829], [2.653, -1.884, 4.802], [0.706, 0.390, -2.140], [-3.342, 1.399, -2.686], [-1.502, 0.800, -1.881], [0.570, -0.340, 0.253], [0.957, -0.488, 1.699], [3.224, 4.412, -1.861], [1.058, -3.241, 0.086], [-4.273, -1.080, 1.848], [2.544, -1.062, -2.273], [-2.756, 1.131, -1.557], [0.200, -0.049, 3.892], [-0.449, -4.894, 4.057], [0.733, 0.728, 0.580], [-1.549, 4.655, -3.892], [-0.567, -3.988, -1.310], [1.053, 3.708, -0.052], [-0.462, 0.324, 1.497], [2.168, 0.458, 0.259], [-0.974, 0.482, 0.878], [0.061, -1.512, -1.982]]
}

No. 2
{
  "formula": "H18O9",
  "method": "ωB97M-V/def2-TZVPD",
  "e_homo_ev": -11.258,
  "spin_multiplicity": 1,
  "charge": 0,
  "smiles": "O.O.O.O.O.O.O.O.O",
  "orbital_gap_ev": 11.38,
  "largest_force_ev_per_a": 0.3,
  "de_lowest_ev": 2.995,
  "lumo_ev": 0.1,
  "elements": ["O", "H", "H", "O", "H", "H", "O", "H", "H", "O", "H", "H", "O", "H", "H", "O", "H", "H", "O", "H", "H", "O", "H", "H", "O", "H", "H"],
  "xyz": [[-2.238309, -3.103949, 0.151652], [-2.398061, -2.861813, 1.063836], [-3.081549, -3.431922, -0.160785], [0.343699, 0.632675, -0.607000], [0.864568, -0.140664, -0.390489], [-0.536853, 0.423965, -0.295054], [-5.324133, 0.057286, 2.477790], [-4.635540, 0.595865, 2.087931], [-5.668147, 0.589747, 3.194992], [1.259231, -4.289970, -4.471990], [1.170993, -5.242275, -4.432530], [1.587721, -4.043355, -3.607401], [2.032861, 4.481481, -1.662884], [2.762184, 4.221980, -2.225899], [1.494952, 3.693228, -1.588371], [2.251198, -3.634733, -0.399955], [2.708963, -4.288528, 0.128464], [1.322737, -3.824764, -0.265489], [-3.057181, 3.769960, 1.630922], [-3.051040, 4.598536, 2.110157], [-2.915142, 4.019759, 0.717875], [4.807021, -0.288353, -1.956824], [4.050877, -0.183936, -2.534383], [5.048812, -1.210554, -2.042375], [0.610166, 2.826791, 4.400554], [0.628212, 3.608678, 4.952408], [-0.038241, 3.024866, 3.724849]],
  "atomic_forces_ev_per_a": [[0.302, 0.027, -0.109], [-0.049, 0.074, 0.264], [-0.211, -0.078, -0.130], [0.052, 0.279, -0.139], [0.218, -0.204, 0.058], [-0.237, -0.057, 0.049], [-0.057, -0.284, -0.072], [0.188, 0.195, -0.121], [-0.100, 0.116, 0.180], [-0.055, 0.124, -0.199], [-0.032, -0.233, -0.031], [0.108, 0.120, 0.282], [-0.063, 0.270, 0.052], [0.203, -0.041, -0.113], [-0.158, -0.275, 0.092], [0.089, 0.161, -0.243], [0.170, -0.136, 0.143], [-0.339, -0.010, 0.038], [-0.024, -0.274, 0.136], [-0.024, 0.204, 0.147], [0.055, 0.033, -0.268], [0.122, 0.191, 0.117], [-0.211, 0.048, -0.133], [0.065, -0.239, 0.018], [0.097, -0.188, 0.070], [0.053, 0.177, 0.160], [-0.164, 0.000, -0.247]]
}

No. 3
{
  "formula": "H18O9",
  "method": "ωB97M-V/def2-TZVPD",
  "e_homo_ev": -10.198,
  "spin_multiplicity": 1,
  "charge": 0,
  "smiles": "O.O.O.O.O.O.O.O.O",
  "orbital_gap_ev": 9.12,
  "largest_force_ev_per_a": 2.9,
  "de_lowest_ev": 3.430,
  "lumo_ev": -1.1,
  "elements": ["O", "H", "H", "O", "H", "H", "O", "H", "H", "O", "H", "H", "O", "H", "H", "O", "H", "H", "O", "H", "H", "O", "H", "H", "O", "H", "H"],
  "xyz": [[13.877000, 13.686000, 18.083000], [13.445000, 14.044000, 17.286000], [14.711000, 13.570000, 17.643000], [16.466000, 18.163000, 17.862000], [16.428000, 17.197000, 17.976000], [15.894000, 18.496000, 18.588000], [15.026000, 15.009000, 20.189000], [14.602000, 14.518000, 19.529000], [15.721000, 15.392000, 19.722000], [16.699000, 15.528000, 18.045000], [17.501000, 15.027000, 18.233000], [16.171000, 15.028000, 17.436000], [13.110000, 15.613000, 22.951000], [13.910000, 15.132000, 23.255000], [13.490000, 16.006000, 22.183000], [14.265000, 11.473000, 20.155000], [14.852000, 11.682000, 19.446000], [14.768000, 10.772000, 20.603000], [11.992000, 13.851000, 19.999000], [12.607000, 13.692000, 19.280000], [11.233000, 13.307000, 19.763000], [12.927000, 16.750000, 20.100000], [13.726000, 16.191000, 20.013000], [13.255000, 17.640000, 20.015000], [16.512000, 13.099000, 21.580000], [16.041000, 13.706000, 20.975000], [17.456000, 13.290000, 21.488000]],
  "atomic_forces_ev_per_a": [[0.025, 0.452, -1.835], [-0.920, 0.134, 0.681], [1.180, -0.830, 0.270], [-0.828, 0.206, 0.927], [0.242, 0.591, -0.163], [0.601, -0.116, -0.789], [-0.419, 0.148, 2.841], [-1.560, -1.454, -1.402], [2.100, 1.352, -1.187], [0.476, -0.209, 0.548], [0.028, 0.032, -0.197], [-0.137, -0.318, -0.589], [1.094, -0.899, 1.271], [-0.940, 0.086, 0.183], [-0.273, 0.768, -1.368], [-0.135, -0.824, 0.656], [0.481, 0.376, -0.830], [-0.382, 0.372, 0.160], [-0.424, -0.023, -0.100], [-0.103, -0.190, 0.319], [-0.005, 0.033, 0.237], [0.283, -0.351, -0.163], [-0.571, 0.239, 0.255], [0.048, 0.587, -0.027], [0.421, -0.014, -0.332], [0.055, -0.162, 0.558], [-0.337, 0.018, 0.078]]
}

No. 4
{
  "formula": "H18O9",
  "method": "ωB97M-V/def2-TZVPD",
  "e_homo_ev": -10.363,
  "spin_multiplicity": 1,
  "charge": 0,
  "smiles": "O.O.O.O.O.O.O.O.O",
  "orbital_gap_ev": 10.28,
  "largest_force_ev_per_a": 8.6,
  "de_lowest_ev": 3.169,
  "lumo_ev": -0.1,
  "elements": ["O", "H", "H", "O", "H", "H", "O", "H", "H", "O", "H", "H", "O", "H", "H", "O", "H", "H", "O", "H", "H", "O", "H", "H", "O", "H", "H"],
  "xyz": [[0.593207, 2.240558, -2.723420], [0.687138, 1.617417, -3.372833], [-0.325260, 2.062307, -2.559606], [-1.700419, -1.728878, 1.187669], [-2.542792, -1.277824, 1.096740], [-1.635942, -1.661726, 2.104044], [1.881804, -1.828589, 0.428787], [1.616945, -1.231451, 0.991572], [2.154870, -1.354998, -0.419156], [-0.476996, -0.213648, -0.948209], [-0.452722, -0.767639, -0.141359], [0.498883, 0.045127, -0.844468], [-2.952370, 1.054935, -0.147443], [-2.216908, 0.424424, -0.269313], [-3.585851, 0.438328, 0.154420], [-0.802058, 2.031634, 1.751706], [-0.713526, 2.948195, 1.369351], [-1.409692, 1.732315, 1.012870], [1.919845, 0.969442, 1.596267], [1.860981, 1.018597, 0.655685], [1.044723, 1.338344, 1.983047], [-0.280344, -3.919913, 0.211675], [0.603466, -3.752251, 0.301037], [-0.756021, -3.070195, 0.475153], [2.141078, 0.843599, -0.974754], [3.052528, 0.801567, -1.114031], [1.795433, 1.240322, -1.805430]],
  "atomic_forces_ev_per_a": [[-0.119, 1.892, 1.906], [1.059, -2.372, -3.254], [-1.052, 0.362, 0.964], [-0.749, 0.472, -1.736], [-0.312, -0.090, -0.717], [0.955, -0.208, 2.773], [2.693, -4.664, -6.710], [-1.884, 5.508, 4.925], [-0.639, -0.905, 1.996], [2.297, 0.145, 1.239], [-0.759, -0.261, -0.442], [-1.824, -0.012, -0.799], [1.504, -0.016, -0.206], [0.493, 0.654, -0.729], [-1.875, -0.500, 0.590], [-1.046, 1.393, -2.321], [0.376, -0.935, 1.150], [0.540, -0.347, 1.340], [-1.832, 0.405, 2.844], [-0.313, 0.480, -0.862], [1.978, -0.822, -1.295], [-4.580, 0.603, 0.101], [3.602, 0.926, 0.337], [1.063, -1.860, -0.591], [-1.827, 0.071, -1.228], [2.505, -0.218, -0.020], [-0.253, 0.298, 0.742]]
}